# 1
A molecular structure, C4H10F6KO2P at a distorted geometry. Source: the OMol25 dataset; level of theory: ωB97M-V/def2-TZVPD.

Its HOMO-LUMO gap is 10.31 eV. The HOMO energy comes out at -10.83 eV.

Atoms and positions in Å:
K -1.7181 -0.1238 0.8668
P -1.1108 -3.6607 0.0150
F -1.3323 -2.1840 -0.7444
F -0.7636 -4.3057 -1.4204
F 0.4348 -3.3581 0.3001
F -1.0503 -5.0884 0.7239
F -1.4413 -2.9041 1.4384
F -2.6988 -3.8763 -0.2395
C 1.1894 -0.5326 -1.3673
O 0.0241 0.3005 -1.2280
C 0.2807 1.7003 -1.2781
C 0.7039 2.3037 0.0312
O -0.3828 2.3859 0.9444
C 0.0221 2.9928 2.1468
H 1.7740 -0.4830 -0.4480
H 1.8147 -0.1692 -2.1915
H 0.7943 -1.4992 -1.6555
H -0.6472 2.1604 -1.6254
H 1.0258 1.8768 -2.0575
H 1.1941 3.2602 -0.1787
H 1.4917 1.6863 0.4816
H 0.2587 4.0573 2.0363
H 0.9200 2.5303 2.5722
H -0.7829 2.9306 2.8777

Forces on atoms 1 to 6 (eV/Å):
0.120 -0.520 -0.249
-1.281 -0.512 -0.827
0.655 0.109 0.365
0.108 0.224 0.310
0.186 0.187 -0.269
0.353 0.224 0.235

# 2
A gas-phase ion, C3H3N2O2 (charge -1) at a distorted geometry. Source: the OMol25 dataset; level of theory: ωB97M-V/def2-TZVPD.

Its HOMO-LUMO gap is 6.36 eV. Its structure (SMILES) is [O-]C1=COC=NN1. Its net charge is -1. The HOMO energy comes out at -2.10 eV.

Atoms and positions in Å:
C 1.1030 0.7509 -0.0996
C -1.3574 -0.5974 -0.0767
C -0.2987 -1.1710 -0.7666
N 0.2078 1.3094 0.5886
N -1.1301 0.8492 0.3981
O 0.8737 -0.3075 -0.9074
O -2.4187 -1.1510 0.3114
H 2.0478 1.1581 -0.0578
H -0.5129 -1.9302 -1.4444
H -1.5309 1.1228 1.2810

Forces on atoms 1 to 6 (eV/Å):
-3.400 -2.032 -0.432
0.088 -0.012 1.589
-0.656 3.078 2.564
-0.621 0.308 0.133
0.962 -0.503 -0.426
1.256 -0.169 -1.314

# 3
A molecular structure, C3H2FLiMnO2 at a distorted geometry. Source: the OMol25 dataset; level of theory: ωB97M-V/def2-TZVPD.

As for the spin multiplicity: 6. Its HOMO-LUMO gap (alpha / beta) is 6.36 / 6.34 eV. Its net charge is +2. The HOMO energy (alpha / beta) comes out at -18.08 / -18.08 eV. As for the expectation value of S²: 8.75.

Atoms and positions in Å:
O 1.1889 -0.6553 0.5079
C 0.0820 -0.0767 0.1058
O -0.0385 1.1244 0.3930
Li 0.9033 0.5145 2.2961
Mn 0.8149 -2.8328 0.8474
C 1.4287 -0.3952 -1.8144
C 0.2285 -0.9914 -1.4898
H 2.0974 -0.9338 -2.4905
H 1.3335 0.6510 -2.1197
F 0.3032 -2.3045 -1.1126

Forces on atoms 1 to 6 (eV/Å):
0.193 -3.789 5.278
1.792 3.507 -3.369
-1.544 -3.512 -0.283
0.116 0.806 -0.475
0.413 1.752 -1.086
-2.832 -0.590 -4.159

# 4
C3H4ClF in the gas phase at a distorted geometry. Source: the OMol25 dataset; level of theory: ωB97M-V/def2-TZVPD.

Its HOMO-LUMO gap is 11.40 eV. Its structure (SMILES) is F[C@@H]1C[C@H]1Cl. The HOMO energy comes out at -10.27 eV.

Atoms and positions in Å:
C 0.5638 0.6203 -0.0094
C 0.0379 -0.5741 -0.7220
C -0.5788 -0.0672 0.5509
H 1.6206 0.6003 0.3461
H 0.6841 -1.4979 -0.7896
H -0.5145 -0.1932 -1.5396
H -1.5020 0.4396 0.3716
F 0.1270 1.8974 -0.1587
Cl -0.4379 -1.2252 1.9508

Forces on atoms 1 to 6 (eV/Å):
1.984 0.186 2.507
0.296 0.444 -0.767
0.737 -3.615 1.291
-1.171 -0.074 0.100
-0.947 1.385 0.095
-0.606 -0.748 -1.316